Record 1
Molecular formula: C21H16FNO6
Method: DFT, ωB97M-V/def2-TZVPD

Atoms and positions in Å:
C  -5.745  -3.152  -1.535
O  -4.605  -2.334  -1.319
C  -4.333  -2.040  -0.038
O  -5.006  -2.429  0.884
C  -3.128  -1.187  0.107
C  -2.687  -0.880  1.392
C  -1.576  -0.081  1.574
C  -0.891  0.419  0.475
C  0.339  1.277  0.663
C  1.592  0.509  0.358
C  2.258  1.121  -0.650
O  3.404  0.719  -1.191
C  3.947  -0.415  -0.675
C  5.154  -0.846  -1.234
C  5.764  -1.986  -0.765
C  5.164  -2.700  0.269
F  5.770  -3.813  0.718
C  3.978  -2.298  0.835
C  3.349  -1.142  0.367
C  2.072  -0.709  0.981
O  1.519  -1.304  1.887
C  1.513  2.344  -1.082
O  1.792  3.136  -1.951
N  0.416  2.370  -0.283
C  -0.568  3.417  -0.366
C  -1.010  3.912  1.012
O  0.133  4.220  1.777
C  -1.322  0.100  -0.809
C  -2.435  -0.694  -0.996
H  -6.643  -2.658  -1.159
H  -5.629  -4.107  -1.018
H  -5.812  -3.303  -2.609
H  -3.231  -1.279  2.235
H  -1.228  0.144  2.571
H  0.372  1.659  1.691
H  5.587  -0.265  -2.032
H  6.695  -2.334  -1.182
H  3.515  -2.854  1.636
H  -0.096  4.228  -0.925
H  -1.455  3.071  -0.911
H  -1.611  3.136  1.511
H  -1.643  4.797  0.868
H  -0.130  4.692  2.573
H  -0.779  0.479  -1.663
H  -2.772  -0.939  -1.990

Energy   -1415.94882 hartree
LUMO energy   -0.434 eV
Structure (SMILES)   COC(=O)c1ccc([C@H]2c3c(oc4ccc(F)cc4c3=O)C(=O)N2CCO)cc1
Frontier orbital gap   8.79 eV
Spin multiplicity   1
HOMO level   -9.2 eV

Results of the natural (NBO) charge analysis, in e, for atoms 1 through 8: -0.258, -0.508, 0.785, -0.592, -0.179, -0.167, -0.145, -0.024

Record 2
Molecular formula: C21H16FO8S4
Method: DFT, ωB97M-V/def2-TZVPD

Atoms and positions in Å:
O  0.522  -2.962  0.371
S  0.807  -1.578  0.002
O  -0.238  -0.581  -0.118
C  1.608  -0.850  1.517
C  2.115  -1.520  2.673
C  1.914  -1.166  4.206
F  1.839  0.180  4.516
S  0.504  -1.980  5.238
O  -0.289  -0.900  5.787
O  -0.132  -3.058  4.492
C  1.461  -2.698  6.601
C  0.871  -3.145  7.788
C  1.705  -3.612  8.802
C  3.091  -3.644  8.642
C  3.653  -3.183  7.467
C  2.838  -2.691  6.461
S  3.487  -1.951  4.963
O  3.985  -3.087  4.178
O  4.356  -0.882  5.370
S  1.734  0.931  1.628
O  3.082  1.182  2.092
O  0.591  1.453  2.347
C  1.603  1.845  0.055
C  0.341  2.307  -0.336
C  0.175  3.110  -1.468
C  1.308  3.459  -2.220
C  2.583  3.017  -1.851
C  2.719  2.236  -0.692
C  1.765  -1.630  -1.520
C  1.607  -0.647  -2.487
C  2.315  -0.753  -3.673
C  3.141  -1.851  -3.881
C  3.336  -2.811  -2.889
C  2.658  -2.693  -1.688
H  1.683  -2.525  2.792
H  3.298  -1.528  2.657
H  -0.218  -3.133  7.936
H  1.301  -3.916  9.770
H  3.715  -3.955  9.479
H  4.725  -3.185  7.364
H  -0.526  2.098  0.278
H  -0.818  3.494  -1.745
H  1.175  4.051  -3.121
H  3.461  3.320  -2.435
H  3.705  1.978  -0.328
H  0.908  0.158  -2.303
H  2.208  -0.007  -4.452
H  3.700  -1.934  -4.806
H  4.007  -3.662  -3.073
H  2.784  -3.439  -0.907

Energy   -3104.25712 hartree
LUMO energy   2.368 eV
Structure (SMILES)   O=S(=O)(C(CC1(F)S(=O)(=O)c2ccccc2S1(=O)=O)=[S@](=O)([O-])c1ccccc1)c1ccccc1
Frontier orbital gap   6.15 eV
Total charge   -1
Spin multiplicity   1
HOMO level   -3.8 eV

Results of the natural (NBO) charge analysis, in e, for atoms 1 through 8: -0.961, 2.146, -0.965, -0.872, -0.493, -0.001, -0.306, 2.065

Record 3
Molecular formula: C21H16N3O2
Method: DFT, ωB97M-V/def2-TZVPD

Atoms and positions in Å:
C  0.225  -0.326  1.880
C  1.222  0.513  2.297
C  2.569  0.068  2.430
N  3.656  -0.351  2.569
C  0.967  1.844  2.724
N  0.762  2.957  3.045
C  -1.183  -0.028  2.109
C  -1.725  1.217  1.734
C  -3.025  1.561  2.094
C  -3.791  0.680  2.868
C  -3.285  -0.585  3.202
C  -2.009  -0.956  2.788
H  0.513  -1.310  1.487
H  -1.103  1.916  1.176
H  -3.419  2.531  1.795
H  -4.794  0.972  3.183
H  -3.884  -1.273  3.802
H  -1.589  -1.931  3.044
C  4.832  1.973  -0.529
C  4.120  0.649  -0.671
O  2.696  0.903  -0.638
C  1.930  -0.196  -0.950
C  0.581  0.240  -1.212
C  -0.323  -0.483  -1.987
C  -0.185  -1.888  -2.236
C  -1.191  -2.593  -2.873
C  -2.346  -1.930  -3.324
C  -3.463  -2.689  -3.794
N  -4.404  -3.299  -4.137
C  -2.419  -0.527  -3.251
C  -1.442  0.183  -2.587
O  2.404  -1.333  -0.959
H  5.729  1.801  0.069
H  5.148  2.317  -1.519
H  4.208  2.741  -0.060
H  4.366  0.176  -1.639
H  4.385  -0.033  0.153
H  0.364  1.261  -0.916
H  0.733  -2.363  -1.899
H  -1.088  -3.669  -3.024
H  -3.262  -0.012  -3.716
H  -1.480  1.272  -2.526

Energy   -1124.60233 hartree
LUMO energy   1.740 eV
Frontier orbital gap   5.18 eV
Total charge   -1
Spin multiplicity   1
HOMO level   -3.4 eV

Results of the natural (NBO) charge analysis, in e, for atoms 1 through 8: 0.019, -0.328, 0.304, -0.321, 0.294, -0.320, -0.121, -0.106